{
  "formula": "C27H41HfN7O2S2",
  "method": "ωB97M-V/def2-TZVPD",
  "energy_ha": -2431.20055,
  "charge": 2,
  "fmax_ev_per_a": 3.10,
  "lumo_ha": -0.204,
  "e_above_lowest_kcal_mol": 38.0,
  "orbital_gap_ev": 6.3,
  "symbols": ["Hf", "C", "N", "C", "C", "N", "C", "C", "C", "C", "C", "C", "N", "C", "N", "C", "C", "N", "C", "C", "N", "C", "C", "H", "H", "H", "H", "H", "H", "H", "H", "H", "H", "H", "H", "H", "H", "H", "H", "H", "H", "H", "H", "H", "H", "H", "H", "H", "H", "H", "H", "S", "C", "C", "C", "C", "C", "C", "S", "H", "H", "H", "H", "O", "C", "O", "C", "N", "C", "C", "C", "H", "H", "H", "H", "H", "H", "H", "H", "H"],
  "coordinates": [[-6.0850, -16.4016, -6.9106], [-7.1398, -18.1603, -3.3086], [-6.5816, -18.8855, -4.4804], [-7.4682, -19.7818, -5.2592], [-5.2666, -18.6255, -4.8778], [-5.0589, -18.2411, -6.1512], [-3.9589, -18.6268, -7.0070], [-3.4085, -19.9271, -6.9499], [-2.2718, -20.1999, -7.6906], [-1.7453, -19.2826, -8.5709], [-2.3366, -18.0064, -8.7189], [-3.5391, -17.7290, -8.0366], [-4.3241, -16.5608, -8.2718], [-4.0180, -15.7876, -9.3773], [-3.5385, -14.4633, -9.2063], [-4.5393, -13.3794, -9.3253], [-2.5645, -14.2009, -8.1608], [-4.3003, -16.2138, -10.6393], [-4.7596, -17.6053, -10.9011], [-3.9681, -15.4444, -11.8499], [-4.2287, -18.9074, -4.0121], [-2.8923, -18.3289, -4.2524], [-4.4335, -19.8414, -2.8517], [-7.8732, -17.3964, -3.5544], [-6.2713, -17.6821, -2.8091], [-7.6105, -18.9038, -2.6873], [-7.0104, -20.7925, -5.3560], [-7.7895, -19.3137, -6.2018], [-8.4478, -19.9633, -4.6929], [-3.7754, -20.6922, -6.2441], [-1.7917, -21.1547, -7.4573], [-0.8668, -19.5798, -9.1593], [-1.8335, -17.2512, -9.3473], [-5.1955, -13.5646, -10.1912], [-3.9616, -12.4622, -9.4343], [-5.1468, -13.3339, -8.4235], [-1.8975, -15.0688, -8.0465], [-3.0360, -13.8437, -7.2169], [-1.8661, -13.4256, -8.5135], [-5.4278, -17.4386, -11.7229], [-5.3067, -18.0735, -10.0618], [-3.9343, -18.2892, -11.2543], [-2.9190, -15.1207, -11.8148], [-4.4953, -14.4683, -11.9528], [-4.1527, -16.1048, -12.7578], [-3.0362, -17.6017, -5.0383], [-2.2314, -19.1622, -4.5386], [-2.6103, -17.8081, -3.3405], [-5.0574, -20.7204, -3.1308], [-4.8565, -19.2956, -2.0243], [-3.4338, -20.2190, -2.5409], [-8.1122, -15.1785, -5.7916], [-7.2206, -14.6013, -4.4383], [-8.0592, -14.2193, -3.3754], [-7.5373, -13.5898, -2.2048], [-6.1650, -13.4428, -2.0504], [-5.3047, -13.7622, -3.0791], [-5.7913, -14.4102, -4.2529], [-4.6314, -15.0505, -5.3592], [-9.1599, -14.3926, -3.5021], [-8.2187, -13.3690, -1.3674], [-5.7700, -13.0320, -1.1217], [-4.2250, -13.5129, -3.0887], [-7.1857, -16.0174, -8.8249], [-7.7892, -17.1544, -8.6405], [-7.3186, -17.9157, -7.7234], [-8.9826, -17.5641, -9.4910], [-9.4744, -16.3909, -10.3516], [-10.8514, -16.7808, -10.7659], [-11.4332, -17.6726, -9.6346], [-10.2658, -17.9179, -8.6570], [-8.6642, -18.3471, -10.1982], [-8.8693, -16.2447, -11.2022], [-9.5079, -15.5609, -9.7142], [-10.7325, -17.3369, -11.7428], [-11.3793, -15.8809, -10.9662], [-11.7809, -18.5976, -10.0611], [-12.2318, -17.0866, -9.1869], [-10.2912, -18.9470, -8.2754], [-10.3192, -17.2064, -7.8095]],
  "atomic_forces_ev_per_a": [[1.767, 0.658, 1.345], [1.322, -0.546, -0.115], [0.449, 1.012, 0.019], [-1.076, -0.065, 0.641], [0.908, -1.842, 0.489], [-0.281, 0.594, -0.894], [-0.543, -0.853, 0.041], [-0.035, 1.188, 0.669], [-0.140, -0.940, 0.451], [0.394, 0.740, -0.409], [-0.144, -0.799, -0.018], [0.315, -0.487, 0.565], [0.843, 0.097, -0.166], [-0.460, 0.930, -0.541], [-1.265, -1.464, -0.813], [0.386, -0.519, -0.710], [0.621, 0.054, 0.483], [0.617, -0.100, 1.919], [0.285, 0.135, -0.015], [0.351, 0.260, -0.826], [-2.040, 0.001, -0.805], [-1.026, -0.672, 0.346], [0.797, -0.042, -0.868], [0.037, 0.078, -0.414], [-0.768, -0.204, -0.023], [-0.104, -0.065, 0.620], [-0.198, 0.826, -0.333], [0.419, -0.643, 0.247], [1.545, 0.457, -0.383], [0.070, 0.686, -0.336], [-0.028, 0.274, -0.651], [-0.297, 0.479, 0.376], [-0.561, -0.450, 0.161], [0.303, 0.299, 0.326], [-0.367, 0.126, -0.139], [-0.079, 0.110, 0.208], [-0.545, 0.108, 0.410], [0.426, -0.551, -0.507], [-0.478, 0.008, -0.045], [-0.555, -0.534, -0.500], [0.544, 0.483, -0.273], [-0.650, 0.885, 0.589], [-0.089, -0.446, -0.040], [-0.178, -0.982, 0.178], [0.297, 1.022, 1.248], [0.480, 0.121, -0.125], [0.133, 0.649, 0.124], [0.415, -0.152, 0.007], [0.321, 0.837, 0.107], [-0.255, -0.015, 0.362], [-0.661, 0.322, -0.308], [1.165, -1.361, -1.918], [1.210, 1.163, 2.609], [0.033, 0.903, 0.896], [-0.926, -1.502, -0.531], [-0.121, 0.702, 0.280], [0.161, -0.685, -1.569], [-1.928, 0.492, 1.103], [-0.039, -0.231, -1.177], [1.174, 0.318, 0.313], [0.406, 0.029, -0.589], [-0.088, 0.041, -0.278], [-0.776, -0.394, 0.425], [-1.623, -1.494, -0.221], [1.732, 0.982, 0.301], [-2.111, -0.197, -1.899], [-0.249, 0.063, 0.236], [1.050, -0.284, 0.586], [0.145, -1.545, -1.275], [0.681, 1.138, -0.417], [0.293, 0.441, -0.204], [-0.222, 0.071, 0.366], [-0.577, 0.289, 1.391], [0.393, -0.422, -0.955], [-0.232, 0.544, 1.094], [-0.649, 0.639, -0.130], [-0.381, -0.200, -0.023], [-0.193, -0.524, 0.253], [0.370, 0.422, -0.082], [0.082, -0.468, -0.260]],
  "lowdin_charge": [1.392, -0.024, -0.149, -0.030, -0.357, -0.042, -0.220, -0.030, -0.096, -0.070, -0.025, -0.241, -0.051, -0.299, -0.155, -0.025, -0.066, -0.085, -0.009, -0.015, -0.096, -0.009, 0.003, 0.068, 0.103, 0.086, 0.100, 0.047, 0.118, 0.130, 0.120, 0.120, 0.123, 0.082, 0.103, 0.081, 0.095, 0.047, 0.104, 0.071, 0.090, 0.129, 0.106, 0.091, 0.119, 0.054, 0.107, 0.105, 0.107, 0.076, 0.106, 0.571, -0.767, -0.151, -0.070, -0.101, -0.123, -0.688, 0.618, 0.103, 0.114, 0.113, 0.111, -0.130, -0.547, -0.131, -0.123, 0.090, -0.098, -0.110, -0.074, 0.185, 0.211, 0.204, 0.159, 0.124, 0.120, 0.126, 0.141, 0.136]
}



{
  "formula": "C5H9N",
  "method": "ωB97M-V/def2-TZVPD",
  "energy_ha": -250.49954,
  "fmax_ev_per_a": 1.42,
  "lumo_ha": 0.014,
  "e_above_lowest_kcal_mol": 105.0,
  "orbital_gap_ev": 9.0,
  "symbols": ["C", "C", "C", "C", "C", "N", "H", "H", "H", "H", "H", "H", "H", "H", "H"],
  "coordinates": [[1.6339, -0.7464, 1.4300], [0.3641, 0.0914, 1.3924], [-0.5713, -0.3190, 0.2624], [-1.8298, 1.1321, -2.3214], [-0.0769, -0.0718, -1.0868], [0.1015, 0.1357, -2.2169], [1.3930, -1.8074, 1.5603], [2.2013, -0.6401, 0.4978], [2.2777, -0.4322, 2.2557], [-0.1986, -0.0186, 2.3247], [0.6166, 1.1520, 1.2860], [-0.8391, -1.3799, 0.3095], [-1.5035, 0.2588, 0.2500], [-1.3786, 2.0754, -2.7066], [-1.9674, 0.5180, -3.2351]],
  "atomic_forces_ev_per_a": [[0.065, -0.034, 0.007], [0.018, 0.063, 0.032], [-0.136, -0.026, -0.111], [0.038, 0.020, -0.173], [-0.453, 0.356, -1.293], [0.283, -0.091, 0.978], [0.084, 0.129, 0.003], [-0.066, -0.022, 0.142], [-0.039, -0.094, -0.106], [0.125, 0.048, -0.065], [-0.085, -0.117, 0.038], [0.048, 0.083, 0.115], [0.045, -0.099, 0.153], [0.069, -0.406, 0.088], [0.003, 0.191, 0.194]],
  "nbo_charge": [-0.611, -0.384, -0.531, -0.376, 0.420, -0.350, 0.205, 0.211, 0.219, 0.213, 0.212, 0.248, 0.295, 0.112, 0.115]
}



{
  "formula": "CH3NOS",
  "method": "ωB97M-V/def2-TZVPD",
  "energy_ha": -567.84461,
  "fmax_ev_per_a": 3.93,
  "lumo_ha": [-0.013, -0.007],
  "e_above_lowest_kcal_mol": 160.7,
  "orbital_gap_ev": [9.2, 8.3],
  "symbols": ["C", "N", "O", "S", "H", "H", "H"],
  "coordinates": [[0.3659, -0.0823, -0.5863], [0.1547, -0.7158, 0.5937], [-1.8789, 1.1274, 0.2874], [-1.3297, -0.1103, -0.1421], [1.3625, 1.8404, -0.0862], [0.8110, -0.6214, -1.3036], [0.5144, -1.4381, 1.2372]],
  "atomic_forces_ev_per_a": [[0.206, 1.757, 3.207], [-1.223, 0.537, 1.198], [-0.380, 1.595, 0.858], [0.532, -2.205, -0.365], [-0.660, -1.185, -0.573], [1.835, -1.109, -3.292], [-0.309, 0.610, -1.033]],
  "nbo_charge": [-0.222, -0.795, -0.893, 1.356, -0.055, 0.177, 0.432]
}



{
  "formula": "C19H31AuN13O2S",
  "method": "ωB97M-V/def2-TZVPD",
  "energy_ha": -2138.39440,
  "charge": 1,
  "fmax_ev_per_a": 0.78,
  "lumo_ha": -0.197,
  "e_above_lowest_kcal_mol": 12.7,
  "orbital_gap_ev": 5.9,
  "symbols": ["Au", "N", "C", "N", "N", "N", "N", "C", "N", "N", "N", "N", "H", "C", "C", "C", "S", "O", "C", "C", "C", "H", "H", "H", "H", "H", "H", "H", "H", "H", "H", "H", "H", "H", "H", "N", "C", "C", "C", "C", "C", "N", "C", "H", "H", "H", "H", "C", "N", "C", "C", "O", "N", "C", "C", "H", "H", "H", "H", "H", "H", "H", "H", "H", "H", "H", "H"],
  "coordinates": [[0.9809, 1.0823, -0.0418], [3.2290, 1.0505, 2.6172], [3.6589, 1.1313, 1.3272], [4.9143, 1.1177, 0.9396], [4.8897, 1.2245, -0.4106], [3.6919, 1.2970, -0.8542], [2.8852, 1.2770, 0.2379], [1.9178, 0.8279, 2.9929], [1.5365, 0.5014, 4.2101], [0.1973, 0.3430, 4.1208], [-0.2047, 0.5605, 2.9165], [0.8784, 0.8964, 2.1697], [3.9343, 0.9732, 3.3302], [-5.3339, 0.9740, -2.0624], [-4.0213, 0.4559, -1.4789], [-3.5652, 1.3642, -0.3485], [-2.1226, 0.9139, 0.6188], [-0.9959, 0.9419, -0.4831], [-2.4197, -0.8170, 1.0112], [-1.9338, -1.7985, -0.0446], [-2.3743, -3.2116, 0.3176], [-5.6489, 0.3561, -2.9021], [-5.2301, 1.9998, -2.4223], [-6.1297, 0.9576, -1.3154], [-3.2528, 0.4248, -2.2540], [-4.1623, -0.5634, -1.1146], [-4.3420, 1.4925, 0.4138], [-3.3172, 2.3641, -0.7156], [-3.4985, -0.8924, 1.1811], [-1.9147, -0.9640, 1.9684], [-0.8533, -1.7410, -0.0997], [-2.3066, -1.5263, -1.0318], [-1.9578, -3.5199, 1.2784], [-2.0458, -3.9229, -0.4418], [-3.4615, -3.2832, 0.3909], [-2.4698, 6.3551, 0.6033], [-1.4638, 5.8933, 0.2941], [-0.2295, 5.2674, -0.0921], [0.8876, 5.9973, -0.4877], [2.0290, 5.3103, -0.8602], [2.0304, 3.9284, -0.8299], [0.9493, 3.2400, -0.4396], [-0.1585, 3.8849, -0.0767], [0.8538, 7.0783, -0.5018], [2.9187, 5.8337, -1.1788], [2.8971, 3.3534, -1.1301], [-1.0029, 3.2931, 0.2450], [1.6156, -2.5585, 2.0781], [1.4205, -3.1584, 0.7475], [1.0942, -4.5819, 0.7365], [1.5616, -2.3218, -0.3091], [1.6577, -1.0866, -0.0313], [1.6143, -2.7138, -1.6114], [1.6555, -1.6942, -2.6579], [1.8255, -4.0410, -2.1851], [1.8073, -3.3573, 2.7892], [0.7386, -1.9970, 2.4047], [2.4743, -1.8935, 2.0729], [0.7202, -4.8386, 1.7244], [1.9598, -5.2149, 0.5396], [0.3037, -4.8058, 0.0253], [1.6544, -0.7007, -2.2375], [0.8000, -1.8155, -3.3274], [2.5692, -1.8112, -3.2430], [1.9033, -4.8207, -1.4531], [2.7530, -4.0306, -2.7603], [1.0082, -4.2808, -2.8685]],
  "atomic_forces_ev_per_a": [[0.062, 0.587, 0.503], [-0.123, 0.030, -0.066], [-0.095, 0.020, -0.167], [0.174, 0.022, -0.109], [-0.102, -0.005, 0.113], [0.083, -0.022, 0.300], [-0.002, -0.127, 0.018], [-0.118, -0.084, 0.087], [-0.088, -0.060, 0.103], [0.233, 0.071, -0.255], [0.260, 0.001, 0.007], [-0.158, -0.177, -0.119], [0.077, -0.035, 0.061], [0.012, 0.039, -0.017], [-0.008, 0.002, -0.054], [-0.002, 0.030, 0.020], [0.080, 0.137, 0.025], [-0.071, -0.334, -0.040], [-0.032, -0.048, 0.095], [-0.141, -0.020, -0.052], [0.014, -0.047, -0.004], [-0.001, 0.008, 0.015], [-0.004, -0.041, 0.008], [0.022, 0.007, -0.022], [0.012, -0.036, 0.042], [-0.047, 0.059, 0.001], [0.018, -0.034, -0.013], [-0.052, 0.004, 0.009], [0.022, 0.055, -0.028], [-0.018, 0.027, -0.066], [0.207, 0.004, 0.004], [0.009, -0.023, 0.027], [0.002, -0.004, -0.002], [-0.011, 0.021, 0.038], [0.027, -0.003, -0.021], [0.178, -0.080, -0.074], [-0.158, 0.072, 0.081], [-0.010, 0.023, -0.030], [0.022, 0.015, -0.007], [-0.062, 0.060, 0.003], [-0.009, -0.061, -0.088], [-0.059, -0.297, -0.255], [0.040, -0.038, 0.038], [0.000, -0.003, 0.002], [-0.004, -0.009, 0.001], [-0.053, 0.025, 0.012], [0.054, 0.038, 0.001], [0.024, -0.037, -0.075], [0.173, 0.014, 0.000], [-0.036, 0.086, -0.056], [-0.085, 0.173, -0.266], [-0.099, -0.128, -0.068], [-0.113, 0.042, 0.174], [-0.023, -0.081, -0.011], [0.001, 0.138, -0.008], [-0.010, -0.016, -0.022], [-0.013, 0.023, -0.020], [-0.002, 0.026, -0.003], [-0.042, 0.015, -0.026], [0.030, 0.004, 0.017], [-0.004, 0.010, -0.112], [-0.014, 0.078, 0.043], [0.021, -0.013, 0.024], [0.001, 0.005, 0.019], [0.020, -0.125, 0.227], [-0.003, 0.014, 0.006], [-0.003, 0.005, 0.029]],
  "nbo_charge": [1.603, -0.586, 0.478, -0.327, -0.025, -0.132, -0.389, 0.438, -0.341, -0.057, -0.173, -0.539, 0.448, -0.604, -0.416, -0.580, 1.257, -0.972, -0.598, -0.414, -0.605, 0.232, 0.214, 0.214, 0.221, 0.208, 0.251, 0.247, 0.245, 0.281, 0.219, 0.215, 0.213, 0.220, 0.215, -0.224, 0.238, -0.199, -0.067, -0.228, 0.072, -0.498, 0.164, 0.254, 0.258, 0.257, 0.210, -0.398, -0.427, -0.411, 0.820, -0.806, -0.420, -0.404, -0.408, 0.215, 0.206, 0.222, 0.226, 0.206, 0.209, 0.222, 0.200, 0.213, 0.220, 0.212, 0.206]
}